1.
{
  "formula": "C22H37BrNO2P3Re",
  "method": "ωB97M-V with the def2-TZVPD basis set",
  "elements": ["Re", "Br", "P", "P", "P", "O", "O", "N", "C", "C", "C", "C", "C", "C", "C", "C", "C", "C", "C", "C", "C", "C", "C", "C", "C", "C", "C", "C", "C", "C", "H", "H", "H", "H", "H", "H", "H", "H", "H", "H", "H", "H", "H", "H", "H", "H", "H", "H", "H", "H", "H", "H", "H", "H", "H", "H", "H", "H", "H", "H", "H", "H", "H", "H", "H", "H", "H"],
  "xyz": [[0.626, -0.283, 0.082], [-3.567, 3.507, -2.361], [-0.833, -1.004, -2.311], [1.447, -2.062, 1.577], [0.147, 2.363, 1.189], [-1.519, -2.505, 0.506], [-0.834, -0.359, 2.829], [-2.135, 0.497, 0.115], [2.517, 1.523, -0.603], [2.756, -1.188, -1.267], [-1.256, 2.853, 2.269], [-0.652, 0.140, -3.697], [1.626, 2.677, 2.233], [2.225, -3.346, 0.588], [3.361, -0.670, -0.098], [-0.233, -0.099, 1.795], [2.120, -0.302, -2.123], [0.046, -2.577, -2.662], [1.877, 1.037, -1.759], [-2.592, -1.545, -2.431], [-4.455, 0.667, 0.676], [0.031, 3.575, -0.163], [-4.628, 1.691, -0.247], [3.167, 0.667, 0.281], [2.453, -1.210, 2.821], [0.409, -3.048, 2.765], [-2.295, 1.470, -0.784], [-3.530, 2.067, -0.987], [-3.188, 0.106, 0.840], [-0.710, -1.664, 0.152], [-3.274, -0.697, -2.277], [-1.279, 2.238, 3.180], [3.585, 1.036, 1.239], [0.561, 3.177, -1.035], [2.394, -4.227, 1.206], [2.585, 2.606, -0.445], [-5.277, 0.338, 1.276], [4.009, -1.315, 0.503], [3.101, -0.454, 2.378], [-0.184, -2.375, 3.415], [0.480, 4.509, 0.195], [1.875, -0.622, -3.143], [1.081, -3.662, 3.403], [-0.315, -3.355, -1.969], [1.127, -2.444, -2.529], [-3.116, -0.675, 1.598], [-1.439, 1.823, -1.361], [1.584, -3.603, -0.267], [-1.029, 3.722, -0.408], [3.067, -1.982, 3.289], [1.810, -0.737, 3.576], [-1.240, 1.033, -3.472], [-0.291, -3.728, 2.253], [-5.533, 2.235, -0.456], [-2.741, -1.956, -3.444], [-0.186, -2.842, -3.705], [2.834, -2.271, -1.509], [2.512, 2.759, 1.597], [-1.120, 3.919, 2.524], [-1.044, -0.372, -4.576], [1.297, 1.706, -2.415], [-2.201, 2.721, 1.720], [1.453, 3.609, 2.796], [0.387, 0.406, -3.833], [1.750, 1.823, 2.927], [3.180, -3.000, 0.214], [-2.785, -2.323, -1.668]],
  "atomic_forces_ev_per_a": [[-0.3, -2.0, 1.9], [-0.2, -2.1, 2.1], [-0.5, -0.9, -0.1], [-0.1, -0.8, 1.5], [-0.4, 0.5, 0.6], [4.3, 4.7, -2.5], [3.3, 2.4, -5.7], [-1.1, 1.2, -0.6], [-0.1, 0.8, -0.2], [0.9, -0.1, 0.2], [0.1, -0.4, -0.1], [-0.1, -0.1, 0.2], [-0.3, -0.2, -0.2], [0.4, -0.3, 0.1], [0.2, -0.1, -0.2], [-2.9, -1.6, 5.4], [-0.3, 0.2, -1.0], [0.0, 0.4, -0.2], [0.7, 0.1, -0.1], [0.2, 0.1, 0.5], [-0.6, 1.2, -0.6], [0.2, -0.1, 0.0], [-0.8, -0.3, 0.3], [0.8, -0.2, 0.1], [0.7, -0.1, -0.3], [-0.8, 0.2, -0.3], [1.0, -1.1, 0.6], [0.0, 2.5, -2.4], [-0.7, 0.2, -0.1], [-3.9, -4.5, 1.9], [0.1, -0.3, -0.1], [0.0, 0.3, -0.2], [0.0, -0.2, -1.0], [-0.2, 0.5, 0.1], [-0.1, -0.1, 0.0], [-0.4, -0.5, 0.1], [-0.4, -0.2, 0.3], [-0.3, 0.3, -0.1], [-0.1, -0.3, 0.4], [0.5, -0.5, -0.3], [-0.1, 0.0, -0.3], [-0.1, 0.0, 0.7], [-0.1, 0.5, -0.5], [0.0, 0.2, -0.4], [-0.6, -0.4, -0.3], [0.5, 0.1, -0.3], [-0.1, -0.4, 0.2], [0.1, 0.0, 0.4], [0.4, 0.2, 0.1], [0.1, 0.1, 0.3], [0.0, -0.3, -0.2], [0.0, -0.1, -0.3], [0.4, 0.2, 0.1], [-0.6, -0.2, 0.4], [0.0, 0.1, 0.4], [0.2, -0.2, 0.3], [0.3, 1.3, -0.1], [-0.2, 0.3, 0.5], [-0.1, -0.4, 0.0], [0.0, 0.2, -0.2], [0.7, -0.4, 0.3], [0.3, 0.2, 0.3], [0.2, -0.3, -0.1], [0.0, 0.2, -0.4], [-0.1, 0.5, -0.2], [0.0, -0.5, 0.1], [0.0, 0.4, -0.5]],
  "nbo_charge": [0.053, 0.562, 1.110, 1.290, 1.117, -0.508, -0.517, -0.521, -0.187, -0.262, -0.938, -0.946, -0.942, -0.972, -0.078, 0.597, -0.126, -0.954, -0.273, -0.936, -0.165, -0.950, -0.160, -0.240, -0.968, -0.937, 0.053, -0.028, 0.178, 0.609, 0.238, 0.281, 0.284, 0.231, 0.310, 0.280, 0.294, 0.267, 0.235, 0.277, 0.300, 0.267, 0.304, 0.274, 0.231, 0.256, 0.234, 0.266, 0.249, 0.300, 0.284, 0.244, 0.280, 0.299, 0.294, 0.295, 0.288, 0.246, 0.294, 0.296, 0.275, 0.232, 0.301, 0.245, 0.262, 0.250, 0.276],
  "homo_lumo_gap_ev": [6.8, 3.3],
  "lumo_ha": [-0.4668, -0.6151],
  "total_charge": 4,
  "spin_multiplicity": 4
}



2.
{
  "formula": "C22H37ClCoN3O6",
  "method": "ωB97M-V with the def2-TZVPD basis set",
  "elements": ["Co", "Cl", "O", "O", "O", "O", "O", "O", "N", "N", "N", "C", "C", "C", "C", "C", "C", "C", "C", "C", "C", "C", "C", "C", "C", "C", "C", "C", "C", "C", "C", "C", "C", "H", "H", "H", "H", "H", "H", "H", "H", "H", "H", "H", "H", "H", "H", "H", "H", "H", "H", "H", "H", "H", "H", "H", "H", "H", "H", "H", "H", "H", "H", "H", "H", "H", "H", "H", "H", "H"],
  "xyz": [[-2.214, -1.723, 1.283], [-4.037, -0.599, 1.574], [-0.605, 2.633, -0.486], [0.018, 1.488, 1.379], [-0.982, -2.993, 0.728], [-1.130, -1.575, 2.974], [2.765, -1.222, 0.186], [0.508, 0.693, -0.676], [3.385, 0.960, -0.225], [-0.740, -0.214, 4.745], [0.537, -4.518, 0.057], [0.195, -3.263, 0.337], [-2.028, -1.485, -1.592], [1.486, 3.376, -3.407], [-0.812, 1.848, -3.873], [1.823, -4.830, -0.555], [-4.143, 0.558, -1.623], [0.575, 3.764, -4.398], [0.049, 1.510, -2.824], [-1.407, 0.792, 5.564], [-0.056, -1.303, 5.431], [-2.692, 0.875, -1.563], [3.346, 1.307, 1.192], [-1.704, -0.033, -1.535], [-0.368, -5.619, 0.371], [3.092, -0.329, -0.590], [-0.050, 1.601, 0.159], [-1.134, -0.424, 3.485], [-0.547, 2.978, -4.655], [-1.151, 3.690, 0.338], [1.235, 2.228, -2.656], [-0.238, 0.363, -1.892], [4.298, 1.745, -1.044], [4.084, 2.813, -0.906], [1.962, 1.849, -1.940], [-4.625, 1.373, -2.179], [-2.460, 1.931, -1.668], [2.390, 3.958, -3.211], [0.247, -0.552, -2.260], [0.090, -6.268, 1.127], [-1.450, 0.452, 2.904], [3.463, 2.395, 1.262], [-2.406, 0.449, 5.893], [4.161, 1.486, -2.099], [-4.605, 0.488, -0.627], [2.337, -3.899, -0.815], [-0.546, -6.215, -0.531], [-0.735, -2.152, 5.602], [5.348, 1.563, -0.760], [-1.731, 4.321, -0.341], [-0.791, 0.965, 6.452], [-1.158, -2.097, -1.363], [-0.333, 4.266, 0.800], [4.176, 0.828, 1.736], [3.165, -0.480, -1.689], [-1.308, -5.212, 0.751], [-2.859, -1.740, -0.904], [2.450, -5.403, 0.140], [0.301, -0.885, 6.375], [-1.810, 3.300, 1.128], [-4.375, -0.379, -2.157], [-1.701, 1.232, -4.042], [-1.520, 1.719, 4.988], [-1.246, 3.235, -5.452], [0.797, -1.639, 4.827], [0.961, -2.484, 0.173], [0.757, 4.673, -4.974], [1.670, -5.436, -1.457], [-2.354, -1.756, -2.613], [2.379, 1.019, 1.625]],
  "atomic_forces_ev_per_a": [[-0.8, 0.4, -0.1], [-0.5, 0.4, 0.3], [0.0, 0.1, 0.7], [0.0, 0.4, -2.0], [3.2, -1.4, -0.9], [0.7, 2.1, 1.5], [0.0, 0.5, -0.5], [-1.0, -0.2, 1.2], [0.2, -0.7, 0.1], [0.3, 0.0, 0.4], [0.3, -0.3, 0.0], [-2.2, 0.6, 0.5], [-0.3, -0.5, -0.2], [-0.3, -0.3, -0.1], [0.2, 0.1, 0.2], [0.0, 0.0, 0.2], [-0.7, 0.0, -0.1], [0.1, 0.0, 0.2], [-0.5, 0.1, -1.2], [0.0, 0.0, -0.2], [-0.3, 0.0, 0.0], [0.6, -0.2, -0.1], [0.0, 0.0, -0.1], [0.2, 1.2, -1.5], [0.2, 0.1, -0.1], [0.2, 0.4, 0.4], [0.3, -0.5, 1.4], [-0.4, -1.7, -1.0], [-0.1, -0.2, 0.1], [0.1, -0.2, 0.2], [0.2, 0.1, -0.4], [-0.4, 0.1, 0.9], [0.0, 0.0, 0.0], [0.0, -0.2, -0.1], [-0.3, 0.5, -0.1], [-0.1, -0.2, 0.2], [0.1, -0.2, 0.1], [-0.3, -0.2, -0.2], [0.1, 0.2, 0.2], [-0.1, 0.1, -0.1], [-0.2, -0.2, 0.3], [-0.1, -0.2, 0.1], [0.3, 0.1, -0.1], [0.1, 0.1, 0.2], [0.2, 0.0, -0.3], [-0.1, -0.2, 0.0], [0.0, 0.1, 0.1], [0.3, 0.1, 0.1], [-0.2, 0.0, -0.1], [0.2, -0.1, 0.1], [-0.1, 0.2, -0.2], [-0.2, 0.0, 0.0], [-0.3, -0.3, -0.2], [-0.3, 0.1, 0.0], [0.0, 0.0, 0.3], [0.2, -0.1, -0.1], [0.4, 0.0, -0.4], [0.0, 0.1, -0.1], [0.0, -0.3, 0.0], [0.3, -0.1, -0.3], [0.2, 0.3, 0.2], [0.3, 0.3, 0.0], [0.0, -0.2, 0.2], [0.2, 0.0, 0.2], [-0.3, 0.0, 0.2], [-0.2, -0.3, 0.0], [-0.1, -0.3, 0.1], [0.0, 0.2, 0.1], [0.0, 0.0, 0.2], [0.4, 0.0, -0.1]],
  "nbo_charge": [0.741, -0.796, -0.523, -0.650, -0.740, -0.688, -0.669, -0.535, -0.455, -0.431, -0.402, 0.513, -0.675, -0.241, -0.214, -0.510, -0.680, -0.258, -0.074, -0.409, -0.422, -0.135, -0.469, -0.038, -0.437, 0.423, 1.028, 0.544, -0.233, -0.278, -0.155, 0.042, -0.743, 0.190, 0.224, 0.201, 0.207, 0.206, 0.208, 0.194, 0.185, 0.194, 0.191, 0.202, 0.271, 0.235, 0.194, 0.201, 0.184, 0.194, 0.196, 0.216, 0.191, 0.187, 0.106, 0.251, 0.229, 0.190, 0.190, 0.204, 0.206, 0.217, 0.218, 0.204, 0.225, 0.213, 0.205, 0.190, 0.208, 0.242],
  "homo_lumo_gap_ev": [1.8, 6.3],
  "e_above_lowest_kcal_mol": 49.6,
  "lumo_ha": [0.0951, 0.0922],
  "total_charge": -1,
  "spin_multiplicity": 4
}



3.
{
  "formula": "C22H37ClF12O11Si2",
  "method": "ωB97M-V with the def2-TZVPD basis set",
  "elements": ["Cl", "Si", "Si", "F", "F", "F", "F", "F", "F", "F", "F", "F", "F", "F", "F", "O", "O", "O", "O", "O", "O", "O", "O", "O", "O", "O", "C", "C", "C", "C", "C", "C", "C", "C", "C", "C", "C", "C", "C", "C", "C", "C", "C", "C", "C", "C", "C", "C", "H", "H", "H", "H", "H", "H", "H", "H", "H", "H", "H", "H", "H", "H", "H", "H", "H", "H", "H", "H", "H", "H", "H", "H", "H", "H", "H", "H", "H", "H", "H", "H", "H", "H", "H", "H", "H"],
  "xyz": [[-1.009, 4.039, -2.712], [0.775, 2.360, -0.544], [0.154, -0.164, -1.695], [-6.919, 0.087, 3.845], [5.375, -4.017, 3.103], [5.433, -5.541, 1.565], [3.423, 2.516, 1.837], [0.337, -4.938, -6.963], [-1.638, -5.064, -6.082], [5.337, 2.644, 0.859], [-0.693, -3.140, -6.346], [4.331, 4.449, 1.499], [3.609, -5.181, 2.668], [-8.194, -1.651, 3.627], [-8.913, 0.098, 4.675], [-1.201, -0.123, -0.781], [5.264, -2.799, 0.749], [5.267, 1.845, 3.609], [-3.885, 2.174, -0.670], [-9.841, 0.700, 2.225], [0.822, 1.341, -1.862], [3.138, -3.547, 0.590], [0.121, -5.776, -4.224], [5.819, 4.035, 3.708], [0.684, -3.597, -4.084], [-7.849, 0.074, 1.364], [5.058, 1.951, 6.039], [-0.179, -5.651, -1.801], [4.237, -3.571, 1.059], [5.023, -1.795, -0.262], [1.065, 5.743, -3.093], [-3.453, 0.836, -0.380], [1.205, 4.094, -1.160], [4.363, -0.568, 0.323], [-8.242, 0.512, 0.044], [-8.061, 2.004, -0.118], [5.935, 1.582, 4.864], [0.182, -4.524, -4.646], [0.736, -6.036, -2.941], [-8.744, 0.238, 2.323], [-3.007, 0.727, 1.068], [0.774, 4.321, -2.600], [4.670, -4.597, 2.129], [-2.366, 0.434, -1.403], [5.300, 3.097, 3.182], [-8.178, -0.312, 3.651], [-0.475, -4.411, -6.039], [4.578, 3.186, 1.822], [-1.139, -6.160, -1.894], [-3.140, 2.754, -0.477], [6.005, -1.555, -0.661], [-3.888, 0.640, 1.706], [-2.121, 1.332, -1.977], [0.730, 4.839, -0.519], [-7.034, 2.287, 0.114], [4.257, 0.199, -0.443], [4.430, -2.226, -1.068], [-7.590, -0.034, -0.634], [-2.383, -0.143, 1.249], [2.290, 4.221, -1.093], [1.278, 3.615, -3.255], [6.142, 0.515, 4.850], [-0.364, -4.577, -1.792], [6.884, 2.114, 4.885], [1.689, -5.512, -2.885], [-2.768, -0.291, -2.114], [0.934, -7.105, -2.941], [4.862, 3.022, 6.062], [-9.268, 0.204, -0.151], [1.762, 1.944, 0.444], [0.331, 6.023, -3.847], [-2.477, 1.628, 1.374], [-8.280, 2.296, -1.144], [-0.553, 2.413, 0.099], [5.548, 1.670, 6.970], [0.275, -5.929, -0.851], [2.050, 5.785, -3.553], [-0.086, -0.709, -3.041], [1.113, -1.037, -0.992], [-4.346, 0.238, -0.556], [0.987, 6.447, -2.268], [4.101, 1.432, 5.977], [4.954, -0.171, 1.149], [-8.724, 2.557, 0.547], [3.371, -0.804, 0.710]],
  "atomic_forces_ev_per_a": [[0.0, -0.2, -0.1], [0.0, 0.9, -0.4], [0.8, -0.6, -0.5], [0.1, 0.0, 0.0], [0.0, 0.0, 0.1], [0.1, -0.1, 0.0], [0.0, 0.1, 0.2], [0.0, 0.0, -0.1], [-0.1, 0.0, 0.0], [0.2, 0.0, 0.0], [0.0, 0.1, 0.0], [0.0, 0.0, 0.0], [-0.1, -0.1, 0.0], [0.0, -0.1, 0.0], [-0.1, 0.0, 0.1], [-0.3, 0.1, -0.3], [0.0, 0.0, 0.0], [0.0, 0.0, -0.1], [-0.1, -0.3, 0.1], [0.0, 0.0, 0.0], [-0.4, -0.1, 0.7], [0.0, 0.0, 0.0], [0.0, 0.0, -0.1], [0.0, 0.0, 0.0], [0.0, 0.1, -0.1], [0.0, -0.1, 0.0], [-0.2, 0.1, -0.1], [-0.2, 0.1, -0.1], [0.0, 0.1, -0.1], [0.0, 0.3, -0.3], [-0.3, -0.3, -0.1], [0.3, 0.4, -0.2], [0.1, -0.6, -0.1], [-0.1, -0.1, 0.3], [-0.1, 0.1, -0.4], [0.1, 0.1, 0.2], [0.2, -0.1, 0.3], [0.0, -0.1, 0.1], [0.1, -0.1, 0.3], [0.0, 0.0, -0.1], [-0.5, -0.2, 0.2], [0.3, 0.7, 0.1], [-0.1, 0.1, 0.0], [-0.3, 0.0, 0.1], [0.1, -0.1, 0.0], [-0.1, 0.1, -0.1], [0.0, 0.0, 0.1], [0.0, 0.0, -0.1], [0.0, -0.1, 0.0], [0.0, 0.1, 0.0], [0.1, -0.1, 0.1], [0.0, 0.1, 0.0], [0.1, 0.0, 0.0], [0.1, 0.0, 0.1], [0.0, 0.0, -0.1], [0.0, 0.0, 0.0], [-0.1, -0.1, 0.1], [0.1, 0.0, 0.1], [0.1, 0.0, -0.1], [0.0, 0.1, 0.0], [-0.4, -0.2, -0.1], [-0.1, 0.0, -0.1], [0.1, 0.0, 0.0], [0.0, 0.1, -0.1], [0.0, 0.1, -0.1], [0.0, -0.1, 0.0], [-0.1, 0.0, -0.1], [0.1, 0.0, 0.0], [0.0, 0.0, 0.1], [0.1, -0.3, 0.1], [0.1, 0.1, -0.1], [0.2, 0.0, -0.1], [0.0, 0.0, 0.0], [0.0, -0.1, -0.1], [0.0, 0.0, 0.0], [0.0, 0.0, 0.0], [0.1, 0.1, 0.2], [-0.2, 0.1, 0.0], [-0.1, 0.1, 0.2], [0.0, -0.1, 0.1], [0.1, 0.1, 0.0], [0.0, -0.1, 0.0], [0.1, 0.1, -0.1], [-0.1, 0.0, 0.0], [0.0, 0.0, -0.1]],
  "lowdin_charge": [0.616, 0.536, 0.424, 0.167, 0.167, 0.168, 0.128, 0.168, 0.170, 0.159, 0.176, 0.176, 0.176, 0.167, 0.177, -0.291, 0.036, 0.027, -0.060, 0.171, -0.387, 0.164, 0.035, 0.176, 0.156, 0.030, -0.058, -0.054, -0.406, -0.183, -0.131, -0.385, -0.337, -0.061, -0.192, -0.053, -0.189, -0.405, -0.188, -0.405, -0.037, -0.769, -0.556, -0.200, -0.403, -0.556, -0.557, -0.552, 0.084, 0.067, 0.126, 0.079, 0.088, 0.080, 0.079, 0.084, 0.125, 0.122, 0.080, 0.081, 0.093, 0.125, 0.075, 0.126, 0.124, 0.122, 0.125, 0.079, 0.124, -0.020, 0.058, 0.072, 0.085, -0.011, 0.084, 0.084, 0.079, 0.004, -0.002, 0.134, 0.076, 0.085, 0.075, 0.079, 0.074],
  "homo_lumo_gap_ev": 10.7,
  "lumo_ha": 0.0161
}